Entry 1:
A molecular structure, C37H32N2O2PS3W. Source: OMol25; level of theory: ωB97M-V with the def2-TZVPD basis set.

Each line ends with the Mulliken charge.
Element x y z (Å)
W (0.19458, 0.62411, -1.05318)  2.19
C (0.25020, 2.77078, 4.89813)  -0.69
C (-0.75872, 2.94233, 3.95886)  -0.79
C (-0.88114, 2.05764, 2.90141)  -0.68
C (0.01087, 0.99079, 2.76402)  0.86
C (1.00241, 0.80907, 3.72387)  -0.65
C (1.12090, 1.69970, 4.78326)  -0.82
P (-0.23788, -0.13075, 1.35061)  1.70
C (0.70867, -1.63034, 1.68095)  0.98
C (2.09994, -1.52932, 1.74063)  -0.77
C (2.87052, -2.66902, 1.90988)  -1.01
C (2.25676, -3.90928, 2.00647)  -0.69
C (0.87448, -4.01278, 1.92704)  -0.83
C (0.09677, -2.87793, 1.76031)  -0.92
C (-1.99679, -0.47019, 1.35085)  -0.19
C (-2.63275, -0.93063, 2.47565)  0.04
C (-4.02069, -1.15162, 2.45979)  -1.05
C (-4.73004, -0.89393, 1.31967)  -0.92
C (-4.10032, -0.40579, 0.15057)  1.21
C (-4.84357, -0.13941, -1.02565)  -0.75
C (-4.20952, 0.32958, -2.13460)  -1.31
C (-2.81516, 0.55960, -2.12184)  0.16
C (-2.04290, 0.32245, -1.01299)  -0.51
C (-2.70213, -0.17980, 0.15493)  0.15
H (0.34252, 3.45909, 5.72745)  0.43
H (-1.46497, 3.75593, 4.06308)  0.53
H (-1.69566, 2.17543, 2.19800)  0.59
H (1.67905, -0.03129, 3.66809)  0.48
H (1.89161, 1.54213, 5.52559)  0.46
H (2.58862, -0.56931, 1.61822)  0.71
H (3.94823, -2.58457, 1.93410)  0.42
H (2.85860, -4.79991, 2.12849)  0.43
H (0.39873, -4.98241, 1.98747)  0.43
H (-0.97898, -2.96305, 1.67699)  0.36
H (-2.06520, -1.11933, 3.37997)  0.55
H (-4.51821, -1.51874, 3.34662)  0.43
H (-5.80046, -1.05765, 1.29575)  0.44
H (-5.91167, -0.31508, -1.02409)  0.44
H (-4.76594, 0.53323, -3.03990)  0.46
H (-2.37122, 0.93541, -3.03275)  0.33
O (3.82495, -0.88972, -0.69354)  -0.61
C (2.76046, -1.15599, -1.18112)  -0.71
O (1.90732, -0.19396, -1.59328)  -0.80
C (2.27184, -2.52727, -1.43221)  0.37
C (3.21875, -3.54908, -1.50911)  -0.75
C (2.83774, -4.84875, -1.77004)  -0.68
C (1.48715, -5.14107, -1.94099)  -0.72
C (0.53848, -4.14031, -1.84508)  -1.27
C (0.91209, -2.81743, -1.58984)  1.90
S (-0.45960, -1.70383, -1.43019)  -0.13
H (4.25831, -3.28671, -1.36435)  0.50
H (3.58007, -5.63157, -1.84182)  0.44
H (1.17048, -6.15592, -2.14284)  0.43
H (-0.51323, -4.37402, -1.95439)  0.52
C (-0.60113, 5.01976, 0.78939)  -1.86
C (0.06286, 3.77667, 0.27549)  0.78
S (-0.99524, 2.58753, -0.44719)  -0.29
C (1.35802, 3.46602, 0.43970)  0.87
C (2.36072, 4.28112, 1.19939)  -1.50
S (1.91402, 1.99161, -0.28480)  -0.21
H (-1.57835, 5.16068, 0.33090)  0.46
H (0.00727, 5.89981, 0.58098)  0.49
H (-0.74093, 4.96052, 1.87111)  0.26
H (2.07372, 5.33078, 1.23178)  0.38
H (3.35110, 4.20438, 0.75353)  0.43
H (2.42987, 3.91976, 2.22862)  0.24
C (0.75057, -0.89489, -4.44622)  -0.96
C (0.32238, 0.51542, -4.28937)  0.55
N (0.00330, 1.20611, -3.18692)  -0.01
C (-0.30324, 2.49895, -3.60318)  -0.59
C (-0.17250, 2.58223, -4.94159)  -0.60
N (0.22173, 1.32892, -5.34937)  -0.07
H (1.67792, -1.07635, -3.90468)  0.03
H (0.91048, -1.11175, -5.50148)  0.55
H (-0.00341, -1.57331, -4.05601)  0.19
H (-0.59302, 3.26071, -2.90370)  0.50
H (-0.31744, 3.39930, -5.62324)  0.45
H (0.41691, 1.04651, -6.29607)  0.22

For the relative energy (zero: lowest compared OMol25 entry of this formula, charge and spin), the calculation gives 0.0 kcal per mole. The calculation puts the largest force on an atom at 0.491 eV/A. Its net charge is +1.

***

Entry 2:
7 unconnected molecules or ions with the total composition C12H36BrO12 in a non-equilibrium geometry. Source: OMol25; level of theory: ωB97M-V with the def2-TZVPD basis set.

Each line ends with the Mulliken charge.
Element x y z (Å)
Br (-0.69480, -0.77538, 0.16767)  -1.00
C (7.76809, -3.21722, 0.79286)  -0.41
C (6.52476, -2.37965, 1.14807)  -0.34
O (5.97581, -1.81912, -0.06988)  -0.53
O (7.56792, -4.34110, -0.03146)  -0.54
H (8.25709, -3.48134, 1.73053)  0.32
H (8.49222, -2.64357, 0.21435)  0.30
H (6.75047, -1.67815, 1.95124)  0.27
H (5.76676, -3.09481, 1.46754)  0.27
H (5.03720, -2.01932, -0.04690)  0.33
H (7.21440, -4.07045, -0.88198)  0.32
C (4.55564, 5.06324, 3.73513)  -0.42
C (3.58511, 3.91088, 3.42005)  -0.30
O (2.44814, 4.42960, 2.75412)  -0.55
O (5.17282, 5.52184, 2.58421)  -0.49
H (5.37086, 4.62078, 4.30764)  0.32
H (4.02736, 5.87148, 4.24087)  0.24
H (3.18289, 3.33491, 4.25347)  0.31
H (3.92425, 3.18811, 2.67797)  0.26
H (1.82921, 3.76641, 2.43991)  0.32
H (6.01792, 5.06643, 2.58506)  0.31
C (-6.85877, 3.36942, 2.86560)  -0.52
C (-7.13499, 4.16397, 4.12867)  -0.32
O (-7.51634, 5.47363, 3.84967)  -0.51
O (-5.59137, 3.66442, 2.28661)  -0.51
H (-7.64429, 3.43085, 2.11242)  0.27
H (-6.74951, 2.31855, 3.13364)  0.36
H (-6.25205, 4.11303, 4.76580)  0.27
H (-8.00140, 3.74896, 4.64364)  0.31
H (-7.67079, 5.78253, 4.74539)  0.32
H (-5.14919, 2.81378, 2.23677)  0.33
C (2.06106, -4.23877, -5.49552)  -0.34
C (3.16451, -5.30272, -5.70956)  -0.39
O (4.09509, -5.32846, -4.59200)  -0.53
O (1.14641, -4.72576, -4.59246)  -0.51
H (1.55405, -3.97805, -6.42453)  0.28
H (2.55142, -3.41075, -4.98363)  0.30
H (3.70348, -4.88583, -6.56034)  0.28
H (2.82009, -6.31456, -5.92322)  0.29
H (3.72816, -5.83664, -3.86487)  0.30
H (0.82600, -3.98472, -4.07304)  0.33
C (-4.78835, -6.01432, 1.64141)  -0.47
C (-3.57788, -6.59732, 2.32752)  -0.31
O (-2.50912, -6.37913, 1.40868)  -0.53
O (-5.28861, -6.89041, 0.63863)  -0.51
H (-4.55082, -5.02228, 1.25732)  0.34
H (-5.55636, -5.81017, 2.38744)  0.32
H (-3.69043, -7.64558, 2.60427)  0.26
H (-3.44148, -6.03425, 3.25080)  0.26
H (-2.35259, -5.43774, 1.30436)  0.33
H (-4.69903, -6.77705, -0.11047)  0.31
C (-2.54135, 4.91240, -3.92329)  -0.34
C (-2.70650, 6.42293, -4.37642)  -0.47
O (-2.71097, 7.42396, -3.38791)  -0.50
O (-1.37264, 4.68339, -3.25613)  -0.52
H (-2.46404, 4.30481, -4.82493)  0.27
H (-3.35709, 4.58478, -3.27883)  0.33
H (-3.64846, 6.46998, -4.92286)  0.31
H (-1.91572, 6.67954, -5.08134)  0.30
H (-3.38224, 7.20965, -2.73594)  0.30
H (-1.30179, 3.79007, -2.91182)  0.33

For the relative energy (zero: lowest compared OMol25 entry of this formula, charge and spin), the calculation gives 69.3 kcal per mole. The calculation puts the largest force on an atom at 2.613 eV/A. Its net charge is -1.

***

Entry 3:
A single C3H2ClNO molecule in a non-equilibrium geometry. Source: OMol25; level of theory: ωB97M-V with the def2-TZVPD basis set.

Each line ends with the Mulliken charge.
Element x y z (Å)
C (-0.89145, 1.04013, 0.15078)  -0.19
C (1.62075, -0.03913, -0.96548)  0.44
C (-0.56335, -0.37948, 0.26258)  -0.14
N (0.65947, -0.54210, -0.49069)  -0.19
O (2.63851, 0.17633, -1.43611)  -0.40
Cl (-1.73467, 1.53578, 1.50118)  -0.04
H (-0.35178, -0.79279, 1.34691)  0.29
H (-1.37749, -0.99875, -0.36917)  0.24

For the relative energy (zero: lowest compared OMol25 entry of this formula, charge and spin), the calculation gives 72.6 kcal per mole. The calculation puts the largest force on an atom at 3.185 eV/A. Its net charge is 0.

***

Entry 4:
10 unconnected molecules or ions with the total composition C27H26BrCl36F5N3O13P in a non-equilibrium geometry. Source: OMol25; level of theory: ωB97M-V with the def2-TZVPD basis set.

Each line ends with the Mulliken charge.
Element x y z (Å)
C (2.39999, -0.02917, 2.34850)  -0.77
C (1.63354, 0.79754, 1.21182)  0.49
O (1.75988, 2.06387, 1.24964)  -0.25
O (0.79127, 0.19910, 0.19865)  -0.19
C (1.68937, -0.43781, -0.77602)  -0.54
C (1.55345, 0.22908, -2.26416)  1.18
C (1.87634, 1.77904, -2.07838)  -0.66
C (3.32637, 2.15061, -1.50516)  -0.89
O (4.36876, 2.23846, -2.54257)  -0.48
O (0.22779, -0.13013, -2.69142)  0.02
C (-0.50296, 0.87977, -3.39322)  0.23
C (-1.46551, 1.79897, -2.46729)  -0.25
O (-2.44388, 2.52084, -3.30778)  -0.14
O (-1.80305, 3.54841, -3.93598)  -0.39
C (-1.54898, 0.05787, -4.37081)  -0.79
O (-1.08194, -1.32578, -4.43660)  -0.27
C (-1.99882, -2.22049, -3.84237)  0.71
F (-3.16936, -2.36101, -4.63524)  -0.25
F (-1.35834, -3.49859, -3.80544)  -0.23
F (-2.29700, -1.90789, -2.46809)  -0.18
C (2.65008, -0.58205, -3.17466)  0.01
C (2.48000, -0.23073, -4.76677)  -0.49
C (3.40691, 0.98088, -5.27057)  0.49
O (3.09724, 1.15416, -6.70692)  -0.60
C (4.99701, 0.66842, -5.21164)  0.60
N (5.67419, 2.02260, -5.35114)  -0.50
O (2.47007, -2.02308, -3.06888)  0.05
C (3.70565, -2.75445, -3.03765)  -0.61
O (4.73394, -2.27202, -3.94319)  0.47
C (4.83338, -3.03365, -5.12799)  0.28
N (4.66086, -3.65756, -6.15490)  -0.57
N (3.35638, -4.17352, -3.32869)  0.43
C (4.19183, -5.17225, -2.68021)  0.34
O (3.84644, -6.02807, -1.84180)  -0.44
F (5.56923, -5.24985, -3.11359)  -0.21
C (1.91287, -4.46240, -3.26106)  0.49
O (1.22855, -4.65206, -2.24630)  -0.38
F (1.23546, -4.52805, -4.53195)  -0.27
P (4.43734, -2.44781, -1.26243)  0.06
O (6.07065, -3.04911, -1.20918)  -0.36
Br (3.16138, -3.56036, 0.29374)  -0.19
H (1.72097, -0.63207, 3.04257)  0.31
H (2.99825, 0.72017, 2.99945)  0.28
H (3.20404, -0.74796, 1.91719)  0.13
H (2.74582, -0.37098, -0.35040)  0.05
H (1.35444, -1.54702, -0.82314)  0.12
H (1.73661, 2.42457, -3.03368)  0.39
H (1.11840, 2.21758, -1.31636)  0.43
H (3.68682, 1.52153, -0.62271)  0.31
H (3.23743, 3.23521, -1.09703)  0.23
H (5.12278, 1.71720, -2.18191)  0.31
H (0.11865, 1.50367, -4.14966)  0.35
H (-2.10229, 1.16855, -1.73666)  -0.28
H (-0.91639, 2.60984, -1.87939)  0.36
H (-1.38798, 3.21562, -4.76731)  0.33
H (-2.61663, 0.05312, -3.96581)  0.37
H (-1.49444, 0.49861, -5.44094)  0.31
H (3.67943, -0.20041, -2.85406)  0.41
H (1.39027, -0.09769, -5.08033)  0.04
H (2.85269, -1.17272, -5.33615)  0.25
H (3.11441, 1.96235, -4.76630)  -0.05
H (3.92399, 0.98623, -7.22851)  0.44
H (5.31039, 0.26607, -4.18575)  -1.50
H (5.35043, -0.07423, -6.01000)  0.55
H (5.62057, 2.32860, -6.33436)  0.29
H (6.64428, 1.88130, -5.03524)  0.26
H (6.07088, -3.93792, -0.77827)  0.35
Cl (-3.82635, 1.43986, 1.49012)  -0.07
C (-4.96491, 0.48967, 0.50921)  0.09
Cl (-6.11574, 1.58353, -0.28845)  -0.05
Cl (-4.06716, -0.42393, -0.72148)  0.01
Cl (-5.84717, -0.64211, 1.55742)  0.00
Cl (-7.07353, 4.54989, -4.76250)  -0.11
C (-6.60567, 2.99477, -4.03890)  0.34
Cl (-4.88023, 3.03244, -3.61592)  0.12
Cl (-7.57157, 2.71159, -2.57256)  -0.12
Cl (-6.90108, 1.68615, -5.20503)  -0.12
Cl (9.81649, -0.16946, -4.12242)  -0.11
C (8.59662, -1.28003, -3.46286)  0.23
Cl (9.21970, -2.03137, -1.97851)  -0.09
Cl (7.11124, -0.37447, -3.09237)  0.07
Cl (8.23418, -2.54216, -4.65979)  -0.10
Cl (0.77999, 5.40186, 1.86043)  -0.09
C (1.62917, 4.99084, 3.36606)  0.31
Cl (3.29539, 4.50001, 2.99152)  -0.10
Cl (1.65606, 6.40882, 4.43712)  -0.10
Cl (0.78503, 3.65291, 4.17618)  -0.10
Cl (-7.04212, -1.70937, 5.80148)  0.00
C (-7.49252, -3.02372, 4.69409)  0.23
Cl (-8.09569, -2.33363, 3.17191)  -0.09
Cl (-6.06777, -4.03164, 4.36096)  -0.01
Cl (-8.76284, -4.01830, 5.43956)  -0.11
Cl (-5.29859, 1.62314, 6.02522)  -0.04
C (-5.96599, 1.83448, 7.65853)  0.26
Cl (-6.16445, 3.56861, 7.99693)  -0.12
Cl (-7.54613, 1.02761, 7.76189)  -0.09
Cl (-4.85749, 1.11804, 8.84904)  -0.05
Cl (-1.97908, 3.77893, 12.12751)  -0.10
C (-3.53347, 2.91728, 12.11200)  0.26
Cl (-4.43553, 3.29331, 13.59560)  -0.06
Cl (-4.48059, 3.42825, 10.69912)  -0.01
Cl (-3.23936, 1.16580, 12.02617)  -0.10
Cl (-2.33398, -6.54284, 2.66659)  -0.09
C (-2.07392, -5.13442, 3.71799)  0.29
Cl (-0.33221, -4.80043, 3.84113)  -0.08
Cl (-2.90103, -3.72076, 3.02976)  -0.01
Cl (-2.72773, -5.47367, 5.33543)  -0.10
Cl (-7.34722, 1.43993, 11.71676)  0.05
C (-8.02012, 1.64477, 13.34887)  0.24
Cl (-8.21527, 3.37679, 13.69640)  -0.08
Cl (-9.60170, 0.83990, 13.44297)  -0.11
Cl (-6.91589, 0.92222, 14.53923)  -0.08

The calculation puts the largest force on an atom at 6.475 eV/A. As for the SMILES: CC(=O)OC[C@](CCO)(O[C@H](COO)COC(F)(F)F)[C@H](C[C@H](O)CN)O[C@](OC#N)(N(C(=O)F)C(=O)F)P(O)Br.ClC(Cl)(Cl)Cl.ClC(Cl)(Cl)Cl.ClC(Cl)(Cl)Cl.ClC(Cl)(Cl)Cl.ClC(Cl)(Cl)Cl.ClC(Cl)(Cl)Cl.ClC(Cl)(Cl)Cl.ClC(Cl)(Cl)Cl.ClC(Cl)(Cl)Cl. Its net charge is 0.

***

Entry 5:
2 unconnected molecules or ions with the total composition C2H9N2O in a non-equilibrium geometry. Source: OMol25; level of theory: ωB97M-V with the def2-TZVPD basis set.

Each line ends with the Mulliken charge.
Element x y z (Å)
C (1.55478, -0.89496, 0.12453)  -1.11
C (0.32998, -0.13410, -0.18303)  0.05
N (-1.97561, -0.08589, -0.03482)  -0.52
N (0.03195, 1.29668, 0.33575)  -0.31
O (-0.81855, -0.81310, 0.16731)  -0.18
H (1.57472, -1.40816, 1.04393)  0.39
H (2.40554, -0.18490, 0.07482)  0.36
H (1.74276, -1.64405, -0.62534)  0.31
H (0.23681, -0.28883, -1.99454)  0.26
H (-2.36894, -0.38004, -0.95265)  0.26
H (-2.44301, -0.23032, 0.88245)  0.29
H (-1.05864, 1.38963, 0.26788)  0.47
H (0.39935, 1.47594, 1.29375)  0.34
H (0.38887, 1.90209, -0.40004)  0.38

For the relative energy (zero: lowest compared OMol25 entry of this formula, charge and spin), the calculation gives 144.7 kcal per mole. The calculation puts the largest force on an atom at 4.539 eV/A. Its net charge is +1.

***

Entry 6:
A single C9H8N2 molecule in a non-equilibrium geometry. Source: OMol25; level of theory: ωB97M-V with the def2-TZVPD basis set.

Each line ends with the Mulliken charge.
Element x y z (Å)
N (-3.30966, -0.66316, 0.09398)  -0.44
C (-2.06405, -0.22372, -0.07822)  0.77
C (-1.83185, 1.21515, -0.00647)  -0.50
C (-0.56082, 1.69206, 0.01990)  -0.77
C (0.52123, 0.77516, -0.04808)  0.69
C (1.87054, 1.23191, 0.07317)  -0.63
C (2.87799, 0.32827, -0.01550)  -0.38
N (2.64906, -1.07242, -0.02557)  -0.64
C (1.37206, -1.46057, 0.07428)  -0.38
C (0.30772, -0.61271, 0.01893)  0.68
C (-0.92422, -1.11239, -0.19809)  -0.73
H (-4.03673, -0.15429, 0.46062)  0.16
H (-3.75522, -1.52269, -0.00663)  0.16
H (-2.64424, 1.96472, -0.13322)  0.30
H (-0.41902, 2.72461, -0.20995)  0.32
H (1.95828, 2.29315, 0.16806)  0.38
H (3.92646, 0.55361, 0.04733)  0.40
H (1.24478, -2.51419, 0.24922)  0.33
H (-1.06177, -2.19481, -0.09381)  0.24

For the relative energy (zero: lowest compared OMol25 entry of this formula, charge and spin), the calculation gives 30.2 kcal per mole. The calculation puts the largest force on an atom at 5.210 eV/A. As for the SMILES: Nc1ccc2ccncc2c1. Its net charge is 0.

***

LUMO for every record listed, in sequence, given in eV: -4.36 2.24 -1.08 -1.15 -4.21 0.53.
Gap between HOMO and LUMO for every record listed, in sequence, given in eV: 5.76 6.30 8.48 8.61 10.16 8.05.
HOMO for every record listed, in sequence, given in eV: -10.1 -4.1 -9.6 -9.8 -14.4 -7.5.